C56H140Br6N9O5 | ωB97M-V/def2-TZVPD

The calculation puts the HOMO energy at -12.5 eV. The HOMO-LUMO gap comes out at 7.31 eV. For the LUMO energy, the calculation gives -5.21 eV. As for the energy: -18529.98222 Eh. As for the net charge: +3.

Cartesian coordinates (Å):
C: 2.039713 2.079546 7.505911
C: 2.764017 1.325160 6.405050
C: 4.267977 1.587171 6.436721
O: 4.428976 2.964464 6.200655
C: 5.622289 3.546231 6.692896
N: 2.569085 -0.123373 6.606971
H: 3.053454 -0.472720 7.427758
H: 1.573909 -0.440091 6.875174
H: 2.767487 -0.693109 5.771891
H: 0.973048 2.084516 7.301376
H: 2.445652 3.086657 7.504016
H: 2.257114 1.568507 8.459814
H: 2.306987 1.496438 5.422159
H: 4.830798 1.010168 5.670936
H: 4.702457 1.342815 7.409804
H: 6.504702 3.147112 6.188484
H: 5.803832 3.333633 7.761480
H: 5.592946 4.610202 6.497673
C: 2.680722 -0.358317 -8.431439
C: 2.100973 0.437805 -7.208960
C: 0.920890 1.338032 -7.671855
N: 0.327309 2.261198 -6.591316
C: -0.241813 1.494811 -5.452785
C: -0.798586 3.117172 -7.209978
C: -1.057492 4.272524 -6.191548
C: 0.289701 4.424816 -5.482439
C: 1.233202 3.390857 -6.113010
H: 1.971114 -1.145494 -8.719930
H: 3.530550 -0.930407 -8.066835
H: 2.967901 0.184516 -9.340429
H: 2.858308 1.025398 -6.711408
H: 1.727804 -0.227858 -6.420346
H: 0.100509 0.687037 -7.987510
H: 1.168806 1.997408 -8.493038
H: -1.045490 0.887466 -5.900319
H: -0.589909 2.223217 -4.725489
H: 0.581313 0.920889 -5.003174
H: -1.687905 2.472864 -7.225970
H: -0.487169 3.498087 -8.183636
H: -1.738746 3.935058 -5.407037
H: -1.489330 5.066408 -6.806624
H: 0.166190 4.156788 -4.399415
H: 0.781334 5.412109 -5.575486
H: 1.908247 2.985747 -5.380991
H: 1.773878 3.762005 -6.996088
C: -2.073349 -6.652535 -5.251535
C: -1.844301 -5.123295 -5.258525
C: -2.669776 -4.384775 -4.171326
N: -2.522512 -2.870582 -4.094719
C: -2.786881 -2.223324 -5.470474
C: -1.185841 -2.397660 -3.515190
C: -1.456269 -0.999008 -3.003150
C: -2.795291 -1.171986 -2.334334
C: -3.489301 -2.337911 -3.046336
H: -2.919292 -6.879468 -5.908927
H: -2.312715 -6.966607 -4.227009
H: -1.142913 -7.077829 -5.648777
H: -2.028448 -4.766748 -6.262107
H: -0.766666 -4.959952 -5.032097
H: -2.516243 -4.764872 -3.147839
H: -3.736341 -4.464132 -4.383972
H: -1.926932 -2.404908 -6.125869
H: -3.009739 -1.173036 -5.302217
H: -3.649513 -2.733812 -5.891111
H: -0.431819 -2.497448 -4.309596
H: -0.931338 -3.082213 -2.705677
H: -1.499641 -0.254133 -3.777901
H: -0.691844 -0.652799 -2.312612
H: -3.430172 -0.286584 -2.391425
H: -2.648814 -1.444474 -1.268331
H: -4.458653 -2.113329 -3.509987
H: -3.653235 -3.139491 -2.311095
C: -1.354543 -6.564594 6.062439
C: -0.536948 -5.603281 5.167958
C: 0.613404 -6.306946 4.531355
N: 1.599317 -5.398676 3.726708
C: 2.414070 -4.386133 4.573671
C: 0.899917 -4.668731 2.609668
C: 2.031390 -4.321607 1.567808
C: 3.194185 -5.252158 1.939758
C: 2.617065 -6.248950 3.007229
H: -1.792415 -7.356072 5.451595
H: -2.197888 -6.000939 6.461022
H: -0.835999 -7.039306 6.883819
H: -0.186156 -4.790347 5.805452
H: -1.220395 -5.212253 4.414099
H: 0.265825 -7.114634 3.874804
H: 1.292263 -6.722426 5.253216
H: 3.013726 -3.717365 3.927997
H: 3.081011 -4.946287 5.225379
H: 1.709953 -3.775210 5.165881
H: 0.406334 -3.828082 3.062237
H: 0.133884 -5.314453 2.186757
H: 2.394499 -3.301060 1.758502
H: 1.648407 -4.371987 0.551492
H: 3.984655 -4.707921 2.441633
H: 3.649477 -5.761440 1.095861
H: 3.370621 -6.741883 3.611675
H: 1.989555 -7.029223 2.535249
C: -5.114077 -2.830607 0.245510
C: -6.548021 -2.374714 0.438436
C: -6.639088 -1.089155 1.273558
N: -7.966898 -0.324532 1.326244
C: -9.046501 -1.103630 1.966430
C: -8.455603 0.227175 0.011977
C: -9.467834 1.322257 0.338157
C: -8.706365 2.046384 1.483042
C: -7.817666 1.002492 2.186043
H: -4.594865 -3.064400 1.170952
H: -4.536735 -2.086707 -0.305771
H: -5.153491 -3.776770 -0.297257
H: -7.165115 -3.164154 0.867466
H: -6.909936 -2.243222 -0.582264
H: -5.956997 -0.249202 1.020736
H: -6.477396 -1.326647 2.337577
H: -9.889161 -0.426639 2.099626
H: -8.683715 -1.501372 2.918770
H: -9.306174 -1.901542 1.276637
H: -8.845193 -0.626600 -0.573477
H: -7.554209 0.590196 -0.517182
H: -10.390458 0.842765 0.681064
H: -9.743903 2.007430 -0.466187
H: -9.358829 2.593133 2.171071
H: -7.967194 2.768293 1.110808
H: -8.113108 0.721911 3.198242
H: -6.766173 1.275331 2.187094
C: 3.981824 4.747175 1.401036
N: 4.619536 3.460481 1.825475
C: 4.391554 3.146825 3.280324
C: 3.960845 2.329809 1.008347
C: 6.165631 3.395996 1.532425
C: 6.913177 4.635702 1.949259
O: 7.218501 4.606508 3.326076
H: 4.163049 4.921101 0.335236
H: 4.346587 5.566159 2.041237
H: 2.922182 4.548912 1.614356
H: 3.310560 3.234411 3.558045
H: 4.937745 3.891347 3.864358
H: 4.788461 2.145371 3.481853
H: 3.826787 2.690976 -0.025790
H: 2.980352 2.083011 1.405666
H: 4.623218 1.439046 1.047139
H: 6.063097 3.400315 0.444121
H: 6.526521 2.450825 1.911348
H: 6.396515 5.513546 1.546508
H: 7.851776 4.535103 1.391340
H: 7.627315 5.448584 3.555081
C: -2.754601 6.239663 -0.679904
N: -1.825888 5.141357 -0.393996
C: -2.115784 4.504059 0.989471
C: -1.860233 4.074964 -1.459613
C: -0.400383 5.841824 -0.304576
C: 0.263851 6.261709 -1.654710
O: -0.316494 7.337179 -2.324934
H: -2.537602 6.650919 -1.657021
H: -2.672344 6.984121 0.108773
H: -3.794094 5.859275 -0.733117
H: -3.150037 4.116143 0.979263
H: -1.831225 5.206973 1.778602
H: -1.462207 3.594898 0.988943
H: -1.806496 4.585424 -2.434050
H: -2.762416 3.458925 -1.390715
H: -0.969563 3.440105 -1.328549
H: 0.203843 5.070846 0.160855
H: -0.344730 6.672502 0.418313
H: 0.232118 5.407565 -2.329602
H: 1.335675 6.433436 -1.486046
H: -0.608427 8.013530 -1.712462
C: 5.979674 -2.180116 -2.570307
N: 4.609150 -2.027368 -1.953521
C: 3.923929 -3.392430 -1.853185
C: 4.798623 -1.511788 -0.510476
C: 3.739072 -1.130400 -2.773535
C: 4.313986 0.265390 -2.988427
O: 3.489564 0.955533 -3.856316
H: 6.637222 -2.848818 -2.007158
H: 6.449036 -1.185568 -2.633260
H: 5.819820 -2.650015 -3.547082
H: 3.636530 -3.772153 -2.848857
H: 3.020854 -3.171570 -1.248840
H: 4.577966 -4.080837 -1.303443
H: 5.430543 -2.269289 -0.013572
H: 3.824111 -1.389274 0.006175
H: 5.385917 -0.589925 -0.591371
H: 2.793703 -1.098225 -2.218141
H: 3.554720 -1.670897 -3.708531
H: 5.276747 0.246503 -3.491453
H: 4.474815 0.795790 -2.036202
H: 2.862123 1.455563 -3.322509
C: -2.110314 0.649044 2.280039
N: -1.178808 -0.464037 2.740704
C: -0.487659 -0.081882 4.043765
C: -2.010795 -1.715312 2.958395
C: -0.052514 -0.860659 1.709980
C: 0.571506 0.363276 1.049575
O: -0.165661 0.726451 -0.188406
H: -2.897193 0.645746 3.052401
H: -2.428798 0.311925 1.288105
H: -1.532536 1.569130 2.217876
H: -1.263214 0.150222 4.771008
H: 0.128017 0.797857 3.893982
H: 0.064728 -0.944086 4.445826
H: -2.905087 -1.542673 3.547963
H: -1.453405 -2.525956 3.436909
H: -2.361895 -2.123239 2.022854
H: -0.536686 -1.473816 0.949298
H: 0.744266 -1.356461 2.252931
H: 1.592494 0.056655 0.804710
H: 0.683108 1.254992 1.682570
H: 0.276142 1.533132 -0.503696
Br: -5.278625 2.308377 -0.455350
Br: 3.378438 -0.772279 3.097183
Br: 0.536953 3.469176 3.391816
Br: -1.361646 -4.125207 -0.462005
Br: 1.750851 2.779675 -2.080809
Br: 0.372607 -2.212832 7.253882

Force components x, y, z for each atom (eV/Å):
C 0.4 -0.5 -0.2
C 0.0 -0.3 -0.2
C 0.4 0.5 -0.7
O 0.0 0.4 0.0
C 0.5 -0.7 0.2
N -1.2 -0.9 0.4
H 0.5 -0.2 0.0
H 0.4 0.2 -0.4
H 0.4 0.2 0.1
H -0.1 0.1 0.2
H -0.3 0.1 0.2
H -0.2 0.4 -0.1
H 0.4 0.5 0.1
H -0.4 0.0 0.2
H -0.2 -0.2 0.3
H 0.1 -0.1 -0.3
H -0.4 0.2 -0.2
H -0.2 0.2 0.1
C -0.6 -0.6 1.0
C -0.6 0.5 -0.9
C 0.1 -0.2 1.0
N -0.2 1.1 -1.3
C 0.6 0.0 -0.4
C -0.8 -0.6 1.4
C 0.3 -1.3 -0.7
C 0.9 0.4 0.5
C -0.1 -0.4 -0.1
H -0.1 0.3 -0.1
H 0.3 0.2 -0.1
H -0.1 0.3 0.6
H 0.4 0.3 -0.1
H 0.1 -0.2 -0.4
H 0.0 0.2 0.0
H 0.3 0.1 -0.2
H 0.3 0.0 0.6
H -0.2 -0.3 0.1
H -0.5 0.0 -0.1
H 0.3 0.2 -0.7
H 0.0 -0.3 0.1
H -0.5 0.2 -0.6
H 0.3 0.3 0.7
H 0.3 0.6 -0.9
H -0.5 -0.4 0.3
H 0.5 -0.1 0.2
H -0.2 -0.1 0.3
C -0.2 1.0 0.0
C 0.8 0.3 1.3
C -0.4 0.0 -0.6
N 0.5 0.5 -0.2
C 0.2 -0.9 1.1
C 0.4 -0.4 -1.2
C 0.4 -0.3 0.2
C -0.9 0.2 0.7
C -0.4 -0.5 0.4
H 0.2 -0.3 0.2
H 0.3 -0.3 -0.4
H -0.5 -0.4 0.3
H -0.1 0.4 -0.2
H -0.6 0.1 -0.2
H 0.3 0.1 -0.4
H -0.1 -0.4 -0.1
H -0.2 0.2 0.3
H 0.1 0.0 -0.2
H -0.1 0.1 0.0
H -0.2 0.2 0.2
H -0.2 0.0 0.2
H 0.0 0.2 -0.6
H 0.1 -0.1 0.2
H 0.2 0.1 0.2
H -0.1 0.2 -0.7
H 0.4 0.1 -0.1
H 0.2 0.1 -0.4
C -0.5 0.2 -0.8
C -0.3 0.0 0.9
C 1.2 0.5 -0.5
N 0.7 0.0 0.3
C -1.1 0.0 0.0
C 0.9 -0.1 -0.5
C -0.3 0.5 1.3
C -0.3 -1.0 0.6
C -0.9 0.1 -1.9
H 0.0 -0.1 0.0
H 0.1 0.0 0.2
H 0.4 0.2 0.1
H 0.0 0.2 -0.1
H 0.1 0.1 -0.1
H 0.3 0.3 -0.2
H 0.0 -0.5 0.6
H -0.6 -0.4 0.2
H -0.1 -0.1 0.1
H 0.3 -0.3 -0.2
H -0.1 0.5 0.0
H 0.1 -0.1 -0.1
H -0.4 0.0 -0.2
H -0.1 -0.3 0.0
H 0.2 0.2 -0.1
H -0.1 -0.3 0.0
H -0.1 0.3 0.5
H 0.6 0.2 0.0
C 0.0 -0.4 0.3
C -0.4 0.8 -0.3
C -0.3 1.1 0.6
N 0.0 1.3 0.6
C 0.1 -0.2 -0.2
C 0.5 -0.9 -1.5
C 0.7 -0.2 0.9
C 0.4 0.3 0.2
C -0.3 -1.1 -0.2
H 0.1 0.1 0.2
H 0.0 -0.1 0.0
H 0.3 0.1 -0.2
H 0.1 0.0 0.2
H -0.4 0.4 0.1
H 0.1 -0.9 -0.4
H 0.2 0.0 -0.3
H 0.0 -0.4 0.2
H -0.2 0.1 -0.2
H -0.2 -0.2 0.2
H 0.0 0.4 0.3
H -0.4 0.2 0.3
H 0.0 0.3 0.0
H 0.4 -0.3 -0.1
H 0.1 -0.3 0.0
H -0.5 0.0 -0.4
H 0.0 0.1 -0.1
H 0.0 0.1 -0.2
C -0.2 -0.4 0.9
N 0.4 -1.7 0.0
C -0.5 0.8 0.6
C 0.9 0.4 -0.3
C -2.6 1.0 -0.8
C 0.9 -1.0 -0.5
O -0.6 0.5 -0.1
H 0.0 0.0 0.3
H -0.2 -0.3 -0.4
H 0.1 0.5 -0.2
H 0.8 -0.3 -0.5
H 0.0 -0.2 -0.1
H -0.2 0.2 -0.1
H 0.2 -0.2 0.4
H 0.1 0.2 0.3
H -0.5 0.6 0.1
H 0.9 -0.2 -0.1
H 0.1 -0.1 0.2
H 0.1 0.1 0.5
H 0.0 0.3 -0.1
H 0.1 -0.1 0.1
C -1.8 -0.3 -0.2
N 1.3 0.9 1.0
C 0.7 -1.1 -1.5
C 0.6 0.3 -0.1
C 0.4 -1.0 -0.6
C -0.3 -1.0 0.8
O -0.5 0.2 -0.4
H 0.3 0.2 0.0
H 0.0 0.0 -0.1
H 0.5 0.1 0.3
H 0.3 0.6 0.1
H -0.3 -0.3 -0.2
H -0.3 0.9 0.4
H -0.1 -0.2 0.3
H -0.1 0.3 0.3
H -0.3 0.3 -0.1
H 0.3 -0.3 -0.1
H -1.0 -0.2 -0.2
H 0.0 0.0 -0.1
H -0.2 0.0 0.4
H 0.1 0.3 0.2
C -0.2 0.0 -0.4
N 0.7 -1.1 1.1
C -0.4 0.9 0.5
C 0.2 -0.5 -0.6
C -0.1 -0.3 0.5
C 0.5 0.0 -0.1
O -0.1 -0.3 -0.8
H -0.5 0.1 0.3
H -0.2 -0.6 -0.1
H 0.2 0.4 0.0
H 0.4 0.2 0.5
H 0.4 -0.5 -0.4
H -0.2 0.2 -0.3
H -0.5 0.4 0.0
H 0.7 0.0 -0.3
H -0.4 -0.1 0.2
H 0.0 0.3 -0.2
H 0.1 0.4 0.0
H 0.3 -0.4 0.1
H -0.3 -0.1 -0.1
H -0.7 0.7 0.4
C 0.7 -1.4 0.0
N 0.9 -1.2 0.4
C -0.7 -0.5 0.0
C 0.1 -0.2 0.1
C -1.1 1.9 0.1
C -0.4 0.1 -1.2
O 0.6 -0.4 1.5
H 0.2 0.5 -0.6
H -0.4 0.5 0.2
H -0.2 0.1 0.2
H -0.1 0.1 0.0
H 0.1 0.1 -0.2
H -0.1 0.3 -0.4
H 0.2 0.5 0.4
H 0.3 0.5 0.1
H 0.1 0.2 -0.6
H 0.1 -0.2 0.1
H -0.2 -0.3 0.3
H 0.0 0.0 -0.2
H -0.3 -0.3 0.2
H 0.0 -0.2 -0.2
Br 0.2 -0.2 0.1
Br 0.0 -0.1 0.0
Br 0.1 -0.1 -0.4
Br 0.1 0.1 0.1
Br -0.2 0.1 0.1
Br 0.0 0.0 -0.4